Record 1
{"formula": "C35H32EuN5O10P", "method": "ωB97M-V with the def2-TZVPD basis set", "e_above_lowest_ev": 0.000, "e_homo_ev": [-4.719, -4.727], "total_charge": -1, "lumo_ev": [1.65, 1.65], "s2": 12.0098, "spin_multiplicity": 7, "symbols": ["Eu", "P", "O", "O", "O", "O", "O", "O", "O", "O", "O", "O", "N", "N", "N", "N", "N", "C", "C", "C", "C", "C", "C", "C", "C", "C", "C", "C", "C", "C", "C", "C", "C", "C", "C", "C", "C", "C", "C", "C", "C", "C", "C", "C", "C", "C", "C", "C", "C", "C", "C", "C", "H", "H", "H", "H", "H", "H", "H", "H", "H", "H", "H", "H", "H", "H", "H", "H", "H", "H", "H", "H", "H", "H", "H", "H", "H", "H", "H", "H", "H", "H", "H", "H"], "positions_angstrom": [[0.37705, -0.70526, -0.13216], [-2.48497, -1.30662, -0.38371], [3.45223, -0.38649, -4.19098], [-3.29668, -2.18530, 0.72463], [-2.21383, -0.01290, 0.57394], [0.63871, -4.19134, -3.99556], [-1.38525, 3.20004, -0.96657], [-3.85591, -0.86361, -1.18962], [1.94074, -0.32198, -1.61977], [3.05070, -3.09813, -5.32247], [0.25323, -2.56786, -1.49099], [0.73936, 3.66655, 1.07355], [0.09694, 1.72342, 0.00456], [-0.73992, 0.23846, -2.38886], [0.18938, 0.44455, 2.40398], [3.07242, -1.55366, 1.82166], [2.76645, -0.50204, 1.15999], [5.17877, 0.00099, 1.25418], [2.08890, -2.44673, 2.16707], [1.95647, -1.24921, -2.50592], [-2.86846, 1.90003, 1.91201], [5.97275, 2.00800, 0.20232], [2.74468, -1.28151, -3.73363], [-3.31415, 0.60014, 1.27078], [-0.60337, 2.26134, -1.01089], [-0.04904, -3.46874, 2.04543], [-0.38415, 1.52569, -2.31690], [0.79098, -2.44912, 1.57081], [0.13323, 2.22797, -3.39921], [-4.14537, -3.26129, 0.35508], [0.97609, 0.31821, 4.65603], [4.68019, 2.31415, -0.19386], [0.49706, 2.46848, 1.05616], [1.10165, -2.39439, -2.43844], [1.63290, -4.39392, 3.50490], [1.45722, 2.24064, 3.34471], [-3.78959, -4.49644, 1.16616], [-3.85243, 0.07353, -2.25537], [0.73747, 1.65703, 2.30780], [6.21623, 0.85051, 0.92818], [0.33865, 1.55764, -4.59441], [0.29801, -0.19637, 3.56237], [2.49510, -3.39419, 3.12512], [1.30246, -3.22259, -3.62919], [0.35611, -4.43521, 2.95488], [-0.60532, -0.37424, -3.56693], [2.45876, -2.61048, -4.37258], [1.58863, 1.55628, 4.53689], [-5.25324, 0.65837, -2.37635], [3.86869, 0.30293, 0.85672], [3.63599, 1.47139, 0.12946], [-0.06395, 0.23612, -4.69021], [7.22344, 0.59661, 1.23072], [-3.12698, 0.86681, -2.05560], [1.89102, 3.21341, 3.17890], [-4.06280, -3.46324, -0.71441], [2.13943, 1.98480, 5.36237], [-0.97286, -1.39294, -3.61444], [-3.72289, -4.23006, 2.21816], [-4.12489, 0.79262, 0.56136], [2.63093, 1.68940, -0.19863], [0.39942, 3.26813, -3.28301], [-3.57123, -0.43990, -3.18123], [-0.32380, -5.22613, 3.24767], [-5.17424, -2.94624, 0.56393], [5.35793, -0.90513, 1.81167], [-1.06970, -3.51348, 1.67611], [-3.71679, 2.36371, 2.41050], [-5.52053, 1.17567, -1.45732], [0.79483, 2.06277, -5.43297], [4.48528, 3.21160, -0.76140], [0.06813, -0.32267, -5.60618], [3.47082, -3.29541, 3.58236], [-2.48476, 2.58213, 1.15844], [-4.55302, -5.25990, 1.03996], [-0.18949, -1.16217, 3.61536], [-3.67999, -0.09753, 2.03030], [6.79043, 2.66096, -0.06489], [-2.82984, -4.89057, 0.84412], [-2.08573, 1.70921, 2.64019], [-5.97593, -0.13512, -2.55313], [1.03020, -0.24150, 5.57619], [-5.28326, 1.36837, -3.19885], [1.93439, -5.13286, 4.23534]], "atomic_forces_ev_per_a": [[-0.250, 0.419, 1.284], [-1.863, 0.286, 0.559], [-0.452, -0.688, 0.280], [0.456, -0.018, 0.016], [-0.113, -0.389, -0.500], [0.539, 0.762, 0.312], [0.121, -0.087, -0.187], [0.503, -0.475, 0.289], [0.559, 0.102, -0.412], [-0.592, 0.441, 0.764], [0.308, -0.001, -0.399], [-0.117, -0.219, 0.021], [0.169, -0.299, -0.034], [0.174, 0.356, 0.095], [0.213, 0.173, -0.334], [0.739, 2.422, -0.715], [-0.588, -2.575, 0.794], [-0.303, -0.074, 0.027], [-1.517, -0.981, -0.133], [-0.103, -1.117, -0.477], [0.170, -0.298, -0.246], [-0.040, 0.055, -0.051], [0.534, 1.033, -0.128], [-0.251, 0.425, 0.473], [-0.169, 0.268, -0.261], [0.028, 0.166, -0.258], [-0.239, 0.558, -0.503], [0.652, -0.266, 0.659], [0.009, -0.145, 0.097], [-0.268, -0.314, 0.076], [-0.016, 0.086, -0.044], [0.199, 0.089, 0.031], [0.171, 0.402, 0.232], [0.637, 0.423, -0.035], [-0.185, -0.175, 0.207], [-0.030, -0.003, -0.131], [0.005, 0.343, -0.186], [-0.178, 0.384, -0.368], [0.100, 0.227, 0.485], [-0.004, -0.045, -0.027], [-0.107, -0.028, 0.215], [-0.137, -0.146, 0.260], [0.038, 0.417, -0.209], [-0.774, -0.935, -0.146], [-0.007, 0.034, 0.053], [-0.220, -0.020, -0.302], [0.721, -0.554, -1.025], [-0.077, -0.087, -0.096], [0.387, -0.223, 0.108], [1.056, 0.868, -0.201], [-0.242, -0.379, 0.189], [-0.088, 0.020, 0.119], [0.045, 0.022, 0.011], [-0.085, -0.043, -0.076], [-0.004, 0.105, -0.002], [-0.061, -0.032, -0.042], [0.060, 0.004, 0.038], [0.116, -0.074, 0.049], [-0.012, -0.028, 0.124], [0.136, -0.114, 0.039], [-0.006, 0.037, -0.056], [-0.023, 0.042, 0.050], [0.056, 0.120, 0.041], [-0.065, -0.027, 0.021], [0.086, -0.050, -0.113], [0.022, -0.022, 0.011], [0.002, -0.084, -0.033], [-0.095, 0.034, 0.066], [-0.051, 0.060, 0.048], [0.030, -0.003, -0.069], [-0.033, 0.060, -0.060], [-0.039, -0.060, 0.023], [0.138, -0.064, -0.125], [0.045, 0.141, -0.083], [-0.058, -0.117, -0.026], [0.094, -0.036, 0.002], [0.064, 0.005, -0.154], [0.071, 0.076, -0.014], [0.100, -0.099, 0.016], [0.031, 0.038, 0.126], [-0.090, -0.030, -0.047], [-0.024, -0.116, 0.062], [-0.043, 0.066, -0.088], [0.035, -0.029, 0.025]], "mulliken_spin": [6.02, 0.02, 0.00, 0.00, 0.00, 0.00, 0.00, 0.00, 0.00, 0.00, -0.01, 0.00, -0.01, -0.01, -0.01, 0.00, 0.00, 0.00, -0.01, 0.00, 0.00, 0.00, 0.00, 0.00, -0.01, -0.01, 0.00, 0.00, 0.00, 0.00, 0.00, 0.00, 0.00, 0.01, 0.00, 0.00, 0.00, 0.00, 0.00, 0.00, 0.00, 0.00, 0.00, 0.00, 0.00, 0.00, 0.00, 0.00, 0.00, 0.00, 0.00, 0.00, 0.00, 0.00, 0.00, 0.00, 0.00, 0.00, 0.00, 0.00, 0.00, 0.00, 0.00, 0.00, 0.00, 0.00, 0.01, 0.00, 0.00, 0.00, 0.00, 0.00, 0.00, 0.00, 0.00, 0.00, 0.00, 0.00, 0.00, 0.00, 0.00, 0.00, 0.00, 0.00]}

---

Record 2
{"formula": "C7H17N5O", "method": "ωB97M-V with the def2-TZVPD basis set", "e_above_lowest_ev": 2.203, "e_homo_ev": -15.588, "total_charge": 2, "lumo_ev": -7.84, "spin_multiplicity": 1, "symbols": ["O", "N", "N", "N", "N", "N", "C", "C", "C", "C", "C", "C", "C", "H", "H", "H", "H", "H", "H", "H", "H", "H", "H", "H", "H", "H", "H", "H", "H", "H"], "positions_angstrom": [[-4.71980, 0.69673, -0.01174], [-0.28580, -1.67253, 0.12275], [4.18762, -0.35071, -1.09438], [3.82836, 0.65138, -0.53990], [-1.70403, -0.02258, 0.12022], [-0.47088, 0.53230, 0.17122], [0.23591, -3.02773, -0.00638], [1.83523, -0.54562, 0.17378], [4.75335, 1.70339, -0.46050], [0.45463, -0.54916, 0.17084], [-1.56420, -1.34821, 0.12486], [-5.15592, 1.24768, -1.30359], [2.57176, 0.70256, 0.27856], [0.99289, -3.03424, -0.74348], [3.61233, -1.11408, -1.22907], [4.93910, 1.79107, 0.66108], [2.82176, 1.02130, 1.36819], [2.09263, 1.54673, -0.35810], [0.80076, -3.13523, 0.87918], [5.61586, 1.33443, -0.89740], [-2.70495, 0.41600, 0.23924], [-5.12566, 1.26998, 0.64094], [-4.36108, 1.03207, -1.99035], [2.37689, -1.45646, 0.22009], [-5.19655, 2.29621, -1.29820], [-2.34596, -2.00410, 0.20709], [4.18547, 2.71068, -0.72120], [-0.63847, -3.59661, -0.07372], [-5.97251, 0.59450, -1.50066], [-0.37276, 1.50391, -0.02777]], "atomic_forces_ev_per_a": [[1.151, 0.765, -0.010], [-1.164, -0.345, -0.349], [3.421, 1.431, -2.029], [-1.383, -2.232, 1.689], [-2.900, -2.057, 0.195], [1.091, -1.569, 0.485], [0.421, 2.086, 1.131], [-2.413, 0.538, -0.016], [-1.805, 3.640, 3.153], [2.571, 2.361, -0.478], [0.795, 3.207, -0.034], [1.480, -2.242, 0.878], [-0.350, 2.588, -0.565], [0.097, -0.393, -1.591], [-2.332, -1.858, 0.508], [0.031, 0.161, -1.264], [-0.093, -0.179, -2.023], [0.046, -0.913, 1.758], [0.275, -1.019, 1.372], [1.743, 0.338, -1.429], [1.572, -0.134, -0.313], [-0.086, -0.142, 0.458], [0.386, -0.384, -0.550], [0.009, -0.761, 0.351], [-1.007, 1.322, 0.226], [-1.891, -1.487, -0.062], [1.727, -2.032, -0.038], [-0.559, -1.686, -0.400], [-1.200, 0.581, -0.915], [0.367, 0.416, -0.139]], "lowdin_charge": [-0.16, -0.03, 0.31, -0.22, 0.11, 0.15, 0.08, -0.07, 0.03, -0.19, 0.04, -0.07, -0.11, 0.10, 0.09, 0.15, 0.19, 0.17, 0.11, 0.09, 0.21, 0.08, 0.07, 0.09, 0.08, 0.16, 0.18, 0.10, 0.09, 0.17]}

---

Record 3
{"formula": "C4H14NOS", "method": "ωB97M-V with the def2-TZVPD basis set", "e_above_lowest_ev": 1.031, "e_homo_ev": [-2.846, -9.570], "total_charge": 0, "lumo_ev": [0.50, 0.45], "s2": 0.7505, "spin_multiplicity": 2, "symbols": ["S", "O", "N", "C", "C", "C", "C", "H", "H", "H", "H", "H", "H", "H", "H", "H", "H", "H", "H", "H", "H"], "positions_angstrom": [[2.13931, 0.53558, 0.27091], [-1.51863, 2.27385, 0.59112], [-1.22155, -0.49123, 1.14124], [0.85863, 0.78282, -1.08489], [-0.11348, -0.36715, -1.21440], [-1.32018, -2.38561, -0.27115], [-0.37070, -1.24102, 0.05089], [-0.82010, 2.79038, 0.12454], [-2.19192, -2.04317, -0.83760], [-1.32359, 0.54107, 1.02894], [-2.19514, 2.90620, 0.90728], [-0.71585, -0.53445, 2.04303], [1.23875, 1.16452, -2.03009], [-0.83035, -3.18317, -0.83381], [0.60239, -1.45408, 0.45116], [0.20334, -0.98330, -2.06454], [-1.08901, 0.04190, -1.49297], [-1.78808, -2.85117, 0.59797], [3.01900, -0.36983, -0.15820], [-2.08547, -0.97016, 1.36772], [0.44874, 1.70848, -0.66389]], "atomic_forces_ev_per_a": [[-0.282, 0.802, -0.302], [0.247, 0.586, -0.366], [2.572, 0.620, -0.184], [1.024, 0.513, 1.295], [-0.958, 0.053, 0.298], [0.116, -0.912, -0.466], [-1.922, 0.974, -0.685], [-0.797, -0.143, 0.581], [0.302, 0.220, -0.195], [-0.470, -0.179, -0.405], [0.397, -0.287, -0.128], [0.347, -0.107, 0.458], [0.430, -0.591, -0.086], [0.027, 0.058, -0.111], [-0.045, -0.595, 0.610], [-0.018, -0.320, 0.405], [0.009, 0.034, -0.202], [0.503, 0.000, 0.221], [-0.093, -0.229, -0.588], [-1.020, 0.012, -0.195], [-0.372, -0.508, 0.046]], "mulliken_spin": [0.02, 0.05, 1.60, 0.24, 0.20, 0.29, 0.20, 0.03, -0.08, -0.20, 0.02, -0.44, -0.01, -0.02, -0.03, -0.10, -0.10, -0.15, -0.03, -0.50, 0.00]}

---

Record 4
{"formula": "C16H17N", "method": "ωB97M-V with the def2-TZVPD basis set", "smiles": "Cc1c[nH]c2ccccc12.Cc1ccccc1", "e_above_lowest_ev": 3.543, "e_homo_ev": -7.679, "total_charge": 0, "lumo_ev": 0.91, "spin_multiplicity": 1, "symbols": ["N", "C", "C", "C", "C", "C", "C", "C", "C", "C", "C", "C", "C", "C", "C", "C", "C", "H", "H", "H", "H", "H", "H", "H", "H", "H", "H", "H", "H", "H", "H", "H", "H", "H"], "positions_angstrom": [[0.59119, 1.79054, -1.35946], [-2.87403, -0.68964, 1.14585], [-0.54770, -1.78662, 1.77391], [1.22486, 0.64124, -1.03302], [-3.37836, -0.32540, -1.27760], [-3.66282, -0.25155, 0.03345], [-1.31475, -1.53723, -0.53112], [1.05296, 1.87983, 0.94987], [2.73060, -1.12195, -1.35093], [-2.17262, -1.08058, -1.59535], [0.61110, 2.09379, 2.33163], [-1.62946, -1.28192, 0.78083], [1.59092, 0.66736, 0.41120], [2.51175, -0.24637, 0.87602], [1.83841, -0.21456, -1.90599], [3.04460, -1.16115, 0.05053], [0.59437, 2.61350, -0.16847], [0.33158, 3.66757, -0.22907], [-1.95404, -1.45663, -2.55214], [3.28777, -1.62827, -2.06004], [1.49569, 2.11281, 3.00672], [-3.30683, -0.72543, 2.18064], [0.21499, 3.06200, 2.56593], [-0.13010, 1.22429, 2.58282], [-4.10970, -0.20192, -2.10651], [2.79704, -0.44937, 1.94116], [-0.88045, -1.73529, 2.79694], [0.02891, -2.66738, 1.59564], [-0.29027, 1.79137, -1.92909], [-0.51182, -2.13396, -1.01885], [1.85622, -0.17117, -2.96201], [0.17586, -1.03489, 2.07977], [-4.66849, 0.32338, 0.35628], [3.80636, -1.70322, 0.32306]], "atomic_forces_ev_per_a": [[-1.233, 2.343, 0.848], [0.590, -0.629, -1.802], [-1.039, 2.009, 1.309], [1.258, 0.147, 2.347], [2.285, -2.789, -2.734], [-3.206, 2.338, 4.234], [-1.601, 0.786, -4.334], [-1.538, 1.318, -3.232], [-0.654, 1.158, 1.805], [-1.024, 0.661, 3.359], [0.850, -1.154, 1.762], [1.105, -0.970, 2.157], [-0.908, 0.324, -2.522], [-0.388, -0.740, 2.650], [0.972, -1.504, 1.236], [-3.130, 2.109, -4.877], [-0.095, -1.888, 0.709], [-0.521, -0.463, 0.093], [0.141, 0.032, -1.307], [1.174, -1.492, -0.939], [-0.516, -0.791, 0.003], [0.804, 0.378, -1.171], [-0.860, 0.437, -0.437], [1.336, 1.763, -0.079], [0.565, 0.558, 0.950], [-0.389, 1.185, -0.774], [-1.274, -1.240, 0.611], [-0.149, -0.693, -0.557], [1.538, 0.124, 0.609], [-0.034, 0.440, 1.632], [-0.637, 0.383, -0.933], [0.641, 0.674, -1.452], [2.169, -1.553, -0.844], [3.769, -3.264, 1.681]], "lowdin_charge": [0.06, -0.03, -0.04, -0.25, -0.12, -0.15, -0.07, -0.25, -0.06, -0.06, -0.06, -0.25, -0.14, -0.07, -0.04, -0.08, -0.01, 0.11, 0.07, 0.07, 0.08, 0.12, 0.06, 0.12, 0.11, 0.14, 0.06, 0.07, 0.17, 0.12, 0.10, 0.04, 0.14, 0.04]}